51
Properties=species:S:1:pos:R:3:mulliken_charge:R:1 method="wB97M-V/def2-TZVPD" orbital_gap_ev=5.00 lumo_energy_ev=0.153 charge=-1 homo_energy_ev=-4.8431
B -3.58 -4.96 4.10 -0.01
C -4.16 -3.89 2.93 -0.56
C -3.03 -3.56 1.98 -0.92
C -3.39 -3.02 0.61 0.59
F -2.30 -3.22 -0.20 -0.22
Br -4.85 -3.94 -0.28 -0.15
C -3.68 -1.46 0.61 0.52
F -3.45 -0.90 1.80 -0.22
F -4.93 -1.17 0.23 -0.23
Br -2.53 -0.50 -0.69 -0.17
H -4.17 -6.04 4.04 -0.17
H -2.39 -5.23 3.87 -0.18
H -3.65 -4.50 5.23 -0.20
H -4.99 -4.40 2.45 0.18
H -4.49 -3.02 3.49 0.15
H -2.41 -2.82 2.48 0.13
H -2.38 -4.41 1.82 0.48
C -0.21 3.71 -3.78 -0.62
O -0.22 4.88 -2.94 -0.38
P -0.13 4.66 -1.29 1.08
O -0.80 5.93 -0.88 -0.68
O 1.50 4.72 -1.32 -0.28
C 2.15 5.74 -2.05 -0.73
O 0.00 3.94 0.20 -0.27
C -1.03 3.07 0.73 -0.64
H -0.25 4.04 -4.82 0.25
H 0.70 3.12 -3.63 0.26
H -1.08 3.08 -3.58 0.30
H 1.55 6.65 -2.10 0.34
H 2.36 5.40 -3.07 0.26
H 3.10 5.95 -1.56 0.26
H -1.15 2.16 0.15 0.23
H -1.97 3.62 0.78 0.36
H -0.72 2.79 1.73 0.24
C 3.96 -1.21 1.63 -0.70
O 3.07 -1.84 0.69 -0.28
P 2.73 -1.04 -0.72 0.97
O 1.42 -1.57 -1.11 -0.57
O 3.98 -1.68 -1.51 -0.33
C 4.14 -3.09 -1.53 -0.64
O 2.88 0.32 -1.62 -0.36
C 2.40 1.57 -1.07 -0.47
H 4.08 -1.89 2.48 0.25
H 4.94 -1.03 1.18 0.33
H 3.55 -0.27 2.00 0.29
H 3.18 -3.61 -1.45 0.32
H 4.78 -3.40 -0.70 0.23
H 4.63 -3.36 -2.46 0.24
H 2.97 1.87 -0.19 0.35
H 1.34 1.48 -0.81 0.22
H 2.52 2.32 -1.84 0.17


13
Properties=species:S:1:pos:R:3:mulliken_charge:R:1 method="wB97M-V/def2-TZVPD" orbital_gap_ev="7.96 / 8.04" lumo_energy_ev="-0.248 / -0.641" de_lowest_kcal_mol=73.9 charge=0 homo_energy_ev="-8.2122 / -8.6767"
C -1.37 0.39 -0.59 -0.50
C -0.36 -0.27 1.46 -1.14
C -0.04 0.22 0.06 1.00
C 0.79 -0.87 -0.57 -1.20
P -2.80 -0.09 0.20 -0.04
S 0.70 1.97 0.03 -0.21
H -1.19 0.93 -1.50 0.36
H 0.12 -1.20 1.78 0.24
H -0.55 0.54 2.15 0.39
H 1.51 -0.42 -1.34 0.34
H 0.16 -1.58 -1.04 0.37
H 1.32 -1.42 0.24 0.25
H 1.70 1.80 -0.88 0.15


16
Properties=species:S:1:pos:R:3:mulliken_charge:R:1 method="wB97M-V/def2-TZVPD" orbital_gap_ev=10.70 lumo_energy_ev=1.193 de_lowest_kcal_mol=35.3 charge=0 homo_energy_ev=-9.5098
C 1.57 -0.29 0.87 -1.35
C 0.56 -0.96 -0.01 0.09
C -0.93 -0.76 0.10 -0.35
C -1.33 0.69 0.35 -0.67
C -0.44 1.12 -0.85 -0.65
C -0.17 -0.35 -1.16 -0.40
H 1.93 -1.00 1.62 0.38
H 1.14 0.56 1.40 0.30
H 2.43 0.06 0.29 0.27
H 0.76 -2.01 -0.20 0.45
H -1.40 -1.65 0.47 0.43
H -2.38 0.93 0.15 0.31
H -1.09 1.08 1.34 0.26
H 0.46 1.70 -0.58 0.22
H -0.97 1.66 -1.63 0.31
H -0.15 -0.79 -2.16 0.40


8
Properties=species:S:1:pos:R:3:mulliken_charge:R:1 method="wB97M-V/def2-TZVPD" orbital_gap_ev=8.35 lumo_energy_ev=-2.483 de_lowest_kcal_mol=8.1 charge=0 homo_energy_ev=-10.8331
O -1.49 -0.75 0.34 -0.35
O 1.44 -1.24 0.26 -0.45
O -3.34 0.81 -0.61 -0.44
Si -1.90 0.73 -0.26 0.64
Cl 4.25 -0.55 -0.24 -0.14
Cl 2.20 -0.06 -0.28 0.55
Cl -0.48 2.20 0.10 -0.20
H -0.69 -1.15 0.69 0.39


19
Properties=species:S:1:pos:R:3:mulliken_charge:R:1 method="wB97M-V/def2-TZVPD" orbital_gap_ev=7.85 lumo_energy_ev=-1.003 de_lowest_kcal_mol=131.3 charge=0 homo_energy_ev=-8.8502
C 0.35 -0.95 -0.55 -0.41
C 1.27 -0.01 -0.20 0.32
C -0.72 -0.68 -1.53 0.66
C 2.32 1.91 1.38 -0.37
C 1.53 2.20 0.23 -0.06
C -2.07 -1.10 -1.20 -0.51
N 2.40 -0.23 0.60 -0.15
N 2.95 0.66 1.25 -0.44
N 1.03 1.30 -0.52 -0.39
N -2.46 -1.62 -0.08 0.76
O -0.51 -0.05 -2.52 -0.50
O -3.86 -1.83 -0.01 -0.50
O -1.90 -2.07 0.90 -0.66
H 0.48 -2.01 -0.22 0.42
H 3.16 2.71 1.51 0.28
H 1.63 2.05 2.40 0.25
H -4.18 -2.54 0.56 0.35
H 1.41 3.18 -0.12 0.49
H -2.83 -0.94 -1.89 0.46


88
Properties=species:S:1:pos:R:3:mulliken_charge:R:1 method="wB97M-V/def2-TZVPD" orbital_gap_ev=6.09 lumo_energy_ev=-3.309 de_lowest_kcal_mol=8.9 charge=+1 homo_energy_ev=-9.4014
Sc 13.96 13.60 10.78 -1.60
Br 12.06 12.89 13.97 -0.02
C 13.95 13.29 14.07 0.16
C 14.53 13.34 15.37 -0.83
C 15.90 13.65 15.46 -0.64
C 16.64 13.86 14.28 -0.58
C 16.03 13.69 13.08 0.55
N 14.66 13.45 12.95 1.02
C 16.76 13.81 11.79 0.12
O 17.95 14.18 11.73 -0.70
O 15.99 13.55 10.70 -0.34
H 13.91 13.13 16.25 0.47
H 16.42 13.70 16.42 0.45
H 17.70 14.16 14.29 0.56
C 14.33 10.64 9.29 -0.46
C 14.11 11.36 7.94 -0.05
C 12.61 11.57 7.58 -1.74
C 14.98 12.62 7.90 -0.43
C 15.45 13.04 6.53 -0.47
O 15.26 14.53 6.50 -0.45
C 14.62 14.86 7.69 -0.05
N 14.34 13.89 8.50 1.04
C 14.30 16.34 7.73 0.05
C 14.16 17.00 6.50 -1.05
C 14.03 18.40 6.42 -0.72
C 14.05 19.20 7.58 -0.92
C 14.19 18.55 8.80 -0.27
C 14.24 17.13 8.89 0.30
P 14.29 16.57 10.61 2.70
C 12.99 17.56 11.40 0.39
C 11.77 17.67 10.71 -0.17
C 10.69 18.37 11.27 -0.70
C 10.85 19.04 12.50 -0.68
C 12.08 18.99 13.16 -0.68
C 13.14 18.25 12.64 -0.54
C 15.84 17.13 11.32 1.18
C 16.03 16.95 12.71 -0.49
C 17.26 17.30 13.29 -1.09
C 18.28 17.84 12.49 -0.82
C 18.09 17.98 11.12 -0.74
C 16.88 17.62 10.52 -0.99
H 14.27 8.74 8.47 0.42
H 12.61 11.55 10.18 0.21
H 15.40 10.66 9.55 0.40
H 14.60 10.74 7.17 0.82
H 12.14 12.28 8.27 0.17
H 12.07 10.61 7.57 0.46
H 12.51 12.02 6.56 0.39
H 15.92 12.43 8.48 0.46
H 14.91 12.58 5.68 0.36
H 16.53 12.83 6.42 0.30
H 14.18 16.40 5.59 0.55
H 13.93 18.82 5.42 0.40
H 14.01 20.29 7.52 0.45
H 14.21 19.13 9.73 0.47
H 11.67 17.17 9.72 0.15
H 9.76 18.43 10.72 0.48
H 9.99 19.59 12.93 0.37
H 12.23 19.54 14.10 0.43
H 14.09 18.24 13.17 0.40
H 15.20 16.57 13.33 0.38
H 17.41 17.16 14.36 0.46
H 19.26 18.09 12.92 0.38
H 18.89 18.38 10.50 0.44
H 16.77 17.72 9.44 0.29
F 6.37 13.02 11.17 -0.33
C 7.67 13.30 11.08 0.47
C 8.27 13.98 12.14 -1.05
C 9.60 14.30 11.97 -0.29
C 10.33 14.00 10.79 0.31
C 11.75 14.42 10.70 -0.19
C 9.65 13.34 9.76 0.34
C 8.34 12.91 9.90 -1.03
H 7.71 14.20 13.06 0.42
H 10.16 14.83 12.75 0.57
H 11.96 14.93 9.75 0.11
H 11.93 15.09 11.53 0.38
H 10.23 13.12 8.86 0.20
H 7.83 12.32 9.14 0.45
N 13.86 7.23 10.35 -0.76
N 14.03 8.62 10.42 0.60
N 13.89 9.27 11.65 -0.83
C 13.60 10.53 11.56 -0.16
N 13.59 11.33 10.42 0.83
N 13.83 9.27 9.22 -0.23
H 14.02 6.84 9.44 0.25
H 12.99 6.91 10.77 0.23
H 13.31 11.05 12.47 0.30


Number 1: calculated total energy -7153.13248 Eh. Number 2: calculated total energy -895.99253 Eh. Number 3: calculated total energy -234.54622 Eh. Number 4: calculated total energy -1896.33338 Eh. Number 5: calculated total energy -676.73589 Eh. Number 6: calculated total energy -5854.41152 Eh.